# 1
The following is a quantum chemistry calculation of a 2-piece molecular cluster, CH6NO2 overall, from the OMol25 dataset.

Structure (XYZ):
```
10
Properties=species:S:1:pos:R:3:forces:R:3:lowdin_spin:R:1
O 2.146314 -0.099877 0.521909 -2.5417 0.7611 -0.0232 0.290
H 2.966001 -0.353934 0.128230 0.7327 -0.3442 -0.9325 0.007
N 0.036202 -0.562866 -0.687861 1.3567 -1.1111 -0.4685 0.534
C -1.162796 0.152996 -0.653683 0.4605 3.3118 1.8578 0.055
O -1.347226 0.515906 0.740879 -3.2148 -1.2412 -1.3146 0.062
H 1.144742 -0.105643 -0.375131 1.3282 -0.3441 0.7718 0.016
H -0.019664 -1.320561 0.028377 -0.1285 0.5618 -0.7399 0.008
H -1.296078 1.135267 -1.216231 1.0243 -1.4173 0.1000 0.004
H -1.934962 -0.473081 -0.956286 -1.6224 -1.2792 -0.3400 0.024
H -0.529382 0.811798 1.025867 2.6051 1.1022 1.0890 0.000
```
Positions in Å, forces in eV/Å.

Computed properties:
<S²>   0.760
Total charge   0
Spin multiplicity   2
Energy relative to the best compared isomer or geometry (same formula, charge and spin)   177.0 kJ/mol
HOMO-LUMO gap (spin up / spin down)   11.54 / 7.05 eV
Highest occupied orbital energy (spin up / spin down)   -0.390 / -0.360 hartree
E_LUMO (spin up / spin down)   0.934 / -2.745 eV

=====

# 2
The following is a quantum chemistry calculation of a 2-piece molecular cluster, C2H3FO2 overall, from the OMol25 dataset.

Structure (XYZ):
```
8
Properties=species:S:1:pos:R:3:forces:R:3:lowdin_charge:R:1
C 0.439976 0.335045 -0.144500 0.1218 -5.4965 -2.1441 -0.609
C -0.889664 -0.459380 -0.060810 2.0599 -0.9322 3.8229 -0.139
H 1.975210 0.696907 0.362602 0.2083 -4.0500 -2.9739 0.322
H -0.981769 -0.603183 1.158815 0.3809 -0.3017 -2.8958 0.178
H -0.793093 -1.526983 -0.548661 -0.9523 2.4430 0.4078 0.160
O 1.632553 -0.397533 -0.312086 -0.9962 5.2046 4.0718 -0.029
O 0.473106 1.498472 -0.150946 0.0006 3.8780 0.8473 0.131
F -1.856318 0.456658 -0.304417 -0.8230 -0.7453 -1.1359 -0.014
```
Positions in Å, forces in eV/Å.

Computed properties:
Total charge   0
Energy relative to the best compared isomer or geometry (same formula, charge and spin)   274.3 kJ/mol
HOMO-LUMO gap   11.41 eV
Highest occupied orbital energy   -0.413 hartree
E_LUMO   0.180 eV

=====

# 3
The following is a quantum chemistry calculation of the molecule C20H28N2O, from the OMol25 dataset.

Structure (XYZ):
```
51
Properties=species:S:1:pos:R:3:forces:R:3:lowdin_charge:R:1
C 3.977353 2.811738 -1.202739 -0.1842 -0.1012 -0.1368 -0.055
C 2.697370 3.589796 -1.287001 0.0863 0.1460 0.0709 -0.349
C 1.625023 3.240660 -1.987221 0.0341 -0.1081 -0.1823 -0.074
C 1.422168 2.023282 -2.834836 0.0586 -0.0271 -0.0243 -0.191
N 0.243727 1.290277 -2.396969 -0.0202 0.0734 -0.1521 -0.138
C -0.074668 0.175108 -3.264074 -0.2238 -0.0420 -0.0779 -0.176
C -1.425286 -0.422485 -2.876643 0.1403 -0.0191 -0.2758 -0.178
N -1.417067 -0.797029 -1.477966 -0.1460 -0.0553 -0.0023 -0.172
C -1.158256 0.383096 -0.673400 0.1374 0.1998 0.2354 -0.140
H -1.227872 0.120810 0.382346 0.0065 0.0480 -0.0897 0.110
C 0.243804 0.902831 -0.992675 -0.1528 -0.1701 0.2942 -0.282
C 1.310040 -0.141920 -0.606253 -0.1592 0.3364 0.2653 -0.120
H 2.244870 0.094275 -1.116197 0.1042 -0.0644 -0.0557 0.107
H 0.972556 -1.128599 -0.931763 0.1537 -0.0338 -0.0489 0.115
C 1.602629 -0.185109 0.891879 0.5275 -0.0306 -0.3380 -0.255
O 0.543321 -0.687635 1.670632 -0.3868 -0.2248 0.2303 -0.085
H 0.228762 -1.505734 1.265142 -0.0453 0.0230 0.0226 0.079
H 1.796616 0.821406 1.272787 0.0666 -0.0269 -0.0367 0.119
H 2.504286 -0.796413 1.060152 -0.0692 0.1837 -0.0170 0.117
H 0.423283 1.815476 -0.414113 -0.0593 -0.1146 0.0211 0.142
H -1.890779 1.181522 -0.888982 0.0194 -0.0489 -0.0054 0.135
C -2.643159 -1.474473 -1.085615 -0.0421 0.1412 -0.4116 -0.201
C -2.545172 -2.004564 0.260684 0.0587 -0.2557 0.6575 0.019
C -2.455079 -2.420194 1.386601 -0.1082 0.2980 -0.9252 0.021
C -2.386295 -2.928011 2.706945 0.0295 -0.1845 0.5405 -0.241
C -3.157038 -4.033254 3.068759 0.0226 0.0156 -0.0124 -0.036
C -3.096750 -4.525149 4.358317 -0.0401 -0.0722 0.0567 -0.087
C -2.271369 -3.924715 5.295748 0.0091 -0.0127 0.0527 -0.091
C -1.504148 -2.827124 4.939066 0.0380 -0.0086 0.1059 -0.078
C -1.556449 -2.324566 3.652714 -0.0526 -0.0292 -0.0282 -0.028
H -0.959189 -1.470414 3.370746 0.0383 0.0677 -0.0211 0.099
H -0.860811 -2.358488 5.669559 0.0468 0.0349 0.0458 0.104
H -2.227014 -4.312180 6.303130 0.0056 -0.0243 0.0696 0.100
H -3.695820 -5.380922 4.634826 -0.0379 -0.0505 0.0132 0.102
H -3.798746 -4.496288 2.332873 -0.0209 -0.0090 -0.0408 0.114
H -3.523052 -0.802253 -1.137615 0.0913 -0.1012 -0.0934 0.133
H -2.810676 -2.305434 -1.781120 -0.0571 0.1456 0.0321 0.127
H -1.614055 -1.311316 -3.485790 -0.0235 0.0471 0.0138 0.122
H -2.216320 0.321190 -3.086674 0.0251 -0.0524 -0.0001 0.127
H -0.134063 0.545525 -4.291952 0.0335 -0.0559 0.0365 0.122
H 0.697088 -0.613019 -3.233848 -0.0387 0.0217 -0.0372 0.124
H 2.322671 1.389270 -2.861707 -0.0424 0.0583 -0.0391 0.103
H 1.221894 2.346120 -3.864416 0.0827 -0.0882 0.0444 0.125
H 0.754432 3.883398 -1.961270 -0.1056 0.1565 0.0830 0.116
C 2.710826 4.853933 -0.476353 -0.1228 -0.0838 -0.1084 -0.067
H 2.958607 4.631407 0.561079 0.0459 0.0386 0.1241 0.080
H 3.468776 5.538705 -0.856491 0.0832 0.0804 0.0255 0.080
H 1.746431 5.353486 -0.505958 -0.0697 0.0728 0.0254 0.074
H 4.077703 2.373620 -0.209073 0.0901 -0.0205 0.1010 0.083
H 4.028786 2.014190 -1.936672 0.0698 -0.0915 -0.0199 0.062
H 4.826106 3.476168 -1.358603 0.1038 0.0181 0.0131 0.081
```
Positions in Å, forces in eV/Å.

Computed properties:
Total charge   0
Energy relative to the best compared isomer or geometry (same formula, charge and spin)   32.2 kJ/mol
HOMO-LUMO gap   9.25 eV
Highest occupied orbital energy   -0.308 hartree
E_LUMO   0.866 eV

=====

# 4
The following is a quantum chemistry calculation of C3H6NO5S3 as an isolated structure, from the OMol25 dataset.

Structure (XYZ):
```
18
Properties=species:S:1:pos:R:3:forces:R:3:lowdin_charge:R:1
C -0.490370 -0.057865 -0.807589 2.7116 -1.4548 -1.5752 -0.902
C 1.489933 -1.040454 0.266296 1.2023 -1.7063 0.5759 -0.100
C -0.666579 -2.150081 0.388340 -0.2274 -1.0298 -3.1665 -0.101
N 0.187226 -1.142797 -0.261361 -2.1826 1.2211 -0.7434 -0.251
O -0.875967 1.112595 0.845197 -1.1657 0.1092 0.1511 -0.549
O -2.395680 2.979127 0.928183 0.3226 0.3174 -0.2833 -0.437
O 2.238926 2.562044 -0.766852 -0.0465 0.3019 -0.7431 -0.423
O 0.464120 0.904738 -1.353572 -1.4289 -0.7865 0.6979 -0.334
O -0.071710 3.089078 -0.249700 0.0335 1.1601 -0.3634 -0.522
S -2.003228 -0.221253 -1.476633 -0.2735 -0.4718 -0.5537 0.616
S -1.575385 2.182744 0.025794 -1.6533 0.2879 1.7228 0.708
S 1.039083 2.003644 -0.177325 2.3213 -0.5811 0.8580 0.810
H 1.259199 -0.758931 1.267823 0.9731 -0.1972 1.5629 0.081
H 2.029419 -2.080380 0.156394 -0.8922 2.0298 0.4289 0.126
H 2.102106 -0.245188 -0.110055 0.1845 0.0132 -0.7227 0.051
H -1.383156 -1.760210 1.093419 0.1674 0.3894 0.6334 0.070
H -1.333105 -2.384680 -0.558747 0.9967 -0.6476 2.1453 0.060
H -0.014831 -2.992131 0.790387 -1.0427 1.0452 -0.6249 0.095
```
Positions in Å, forces in eV/Å.

Computed properties:
Total charge   -1
Energy relative to the best compared isomer or geometry (same formula, charge and spin)   118.1 kJ/mol
HOMO-LUMO gap   7.83 eV
Highest occupied orbital energy   -0.167 hartree
E_LUMO   3.297 eV

=====

# 5
The following is a quantum chemistry calculation of a 2-piece molecular cluster, C4H14NS overall, from the OMol25 dataset.

Structure (XYZ):
```
20
Properties=species:S:1:pos:R:3:forces:R:3:lowdin_charge:R:1
S -0.726038 -2.637090 -0.125148 0.2618 -0.0159 0.0399 0.653
C 0.896842 -1.716271 -2.213577 0.1392 0.0040 -0.0596 -0.189
C -0.469038 -2.308471 -1.896187 -0.3398 0.0312 -0.3887 -0.636
H 0.283672 -3.523010 0.009482 -0.1799 0.1692 0.0461 -0.133
H 1.048992 -0.778621 -1.652977 0.0110 -0.3110 -0.2206 0.051
H 0.975892 -1.498231 -3.291916 0.0271 -0.0800 0.4099 0.081
H 1.696411 -2.424440 -1.938287 -0.2483 0.3263 -0.1359 0.073
H -1.274877 -1.596331 -2.158717 0.3497 -0.4061 0.0652 0.067
H -0.644848 -3.240830 -2.466496 0.0436 0.5119 0.3498 0.079
C -0.667038 2.452258 0.471802 0.0106 -0.0236 -0.0109 -0.070
C -0.486688 2.007568 1.919932 -0.8221 0.7585 0.1335 -0.213
N 0.587312 0.972848 2.011832 0.5876 -0.5021 0.2559 0.170
H 0.262642 2.892308 0.073493 -0.3662 -0.0865 0.1264 0.091
H -1.463237 3.214418 0.429682 0.3838 -0.3485 -0.0346 0.101
H -0.957878 1.603798 -0.170177 0.0456 0.3264 0.2225 0.086
H -0.198448 2.853878 2.572722 -0.0578 -0.5172 -0.3343 0.139
H -1.416448 1.568028 2.329562 0.5763 0.1218 -0.2170 0.140
H 1.490011 1.355398 1.664872 -0.5967 -0.3662 0.2357 0.183
H 0.721392 0.660009 2.994551 -0.0129 0.1331 -0.7432 0.185
H 0.341372 0.142779 1.435552 0.1872 0.2747 0.2599 0.142
```
Positions in Å, forces in eV/Å.

Computed properties:
Total charge   +1
Energy relative to the best compared isomer or geometry (same formula, charge and spin)   24.3 kJ/mol
HOMO-LUMO gap   8.62 eV
Highest occupied orbital energy   -0.450 hartree
E_LUMO   -3.634 eV

=====

# 6
The following is a quantum chemistry calculation of C6H15CaINO2 as an isolated structure, from the OMol25 dataset.

Structure (XYZ):
```
26
Properties=species:S:1:pos:R:3:forces:R:3:lowdin_charge:R:1
Ca 1.111074 1.669036 4.514683 -0.3670 0.6828 -1.5015 1.205
I 0.277531 3.745608 2.631610 0.4136 -0.7093 1.0839 -0.030
C -2.384939 -2.359594 -1.119423 0.3305 -0.5779 -0.3996 -0.119
O -2.052009 -1.222198 -0.372248 -0.0409 0.0765 0.0703 -0.189
C -2.162197 -0.041850 -1.134111 -0.0087 -0.0601 0.1126 -0.247
C -1.715870 1.127644 -0.281644 -0.2681 0.1133 -0.0435 -0.209
N -0.437276 0.893955 0.370253 0.2773 0.0370 0.0966 -0.077
C 0.660014 0.516382 -0.515424 -0.5367 -0.6192 0.1935 -0.205
C 1.978696 0.822549 0.155594 0.5966 0.6548 -0.9177 -0.239
O 2.243798 0.022455 1.295536 -0.4873 0.4092 0.6829 -0.230
C 3.067571 -1.082861 1.006708 0.5461 0.0038 -0.1272 -0.107
H -2.491473 -3.206630 -0.444218 -0.1460 0.1118 0.1163 0.088
H -1.579124 -2.630028 -1.820125 -0.0659 0.1778 -0.0144 0.090
H -3.300138 -2.237824 -1.709586 -0.0722 0.0750 0.1714 0.090
H -3.212469 0.091003 -1.423376 0.0775 0.1728 -0.1337 0.128
H -1.565709 -0.101985 -2.055803 0.0169 -0.1310 0.0492 0.121
H -2.478293 1.291435 0.483680 0.1216 0.0248 0.0910 0.118
H -1.703633 2.029696 -0.916746 -0.0061 -0.1267 -0.0522 0.124
H -0.156369 1.735071 0.851374 -0.1693 0.1603 0.0210 -0.062
H 0.582176 0.988695 -1.507952 0.2927 0.1885 0.1551 0.131
H 0.587429 -0.565223 -0.689623 0.0688 0.0630 -0.0753 0.121
H 2.026375 1.887648 0.420062 -0.2264 -0.1946 0.4145 0.097
H 2.804303 0.735765 -0.566465 -0.1331 -0.3175 0.0632 0.128
H 4.087597 -0.722527 0.825428 -0.0132 -0.1942 -0.1445 0.094
H 2.714730 -1.638377 0.135410 -0.0320 -0.0183 0.0275 0.096
H 3.098205 -1.747846 1.866404 -0.1690 -0.0025 0.0604 0.084
```
Positions in Å, forces in eV/Å.

Computed properties:
Total charge   +1
HOMO-LUMO gap   5.15 eV
Highest occupied orbital energy   -0.409 hartree
E_LUMO   -5.969 eV

=====

# 7
The following is a quantum chemistry calculation of a 2-piece molecular cluster, C2H7ClN3 overall, from the OMol25 dataset.

Structure (XYZ):
```
13
Properties=species:S:1:pos:R:3:forces:R:3:lowdin_charge:R:1
C -0.623194 -0.412437 -1.378365 -0.1782 2.2850 -0.0996 -0.099
C -0.845005 0.449372 0.983626 -0.7735 -1.2264 -2.3187 -0.457
N -1.406685 0.110009 -2.364096 1.6229 -2.3128 -1.2989 0.160
N 1.477051 -0.552263 2.263212 1.9822 0.9218 1.2761 -0.074
N -0.808102 0.149166 -0.248329 0.1440 -0.6174 2.4252 0.028
Cl -1.856339 -0.531590 2.052066 1.0376 1.3363 -0.6138 0.724
H 0.363295 -1.020218 -1.395084 -2.0746 0.5974 -0.9978 0.210
H -0.321309 1.383598 1.114606 -0.1479 0.1615 1.7208 0.119
H -1.278007 -0.236006 -3.307355 0.1013 -0.0617 0.1730 0.124
H -2.235589 0.683957 -2.287456 0.2525 -0.0347 0.9170 0.138
H 0.488925 -0.890127 2.593981 3.5146 0.7065 0.4749 -0.013
H 1.981301 -1.293067 1.784735 -0.6560 -0.2698 -0.0993 -0.021
H 2.435122 -0.145006 2.906879 -4.8247 -1.4857 -1.5589 0.162
```
Positions in Å, forces in eV/Å.

Computed properties:
Total charge   +1
Energy relative to the best compared isomer or geometry (same formula, charge and spin)   312.3 kJ/mol
HOMO-LUMO gap   9.01 eV
Highest occupied orbital energy   -0.493 hartree
E_LUMO   -4.416 eV

=====

# 8
The following is a quantum chemistry calculation of the molecule C6H10O, from the OMol25 dataset.

Structure (XYZ):
```
17
Properties=species:S:1:pos:R:3:forces:R:3:lowdin_charge:R:1
C -1.676085 -0.117131 1.213107 -0.0276 -0.0680 0.1909 -0.106
C -1.726833 0.707519 -0.045099 -0.0473 0.1484 -0.1207 -0.107
C -0.873452 -0.525401 0.013758 0.0294 -0.0866 -0.0546 -0.267
C 0.633844 -0.434358 -0.024196 -0.0256 -0.1423 -0.0777 -0.332
C 1.185255 -0.112397 -1.419428 0.0079 -0.0068 -0.0791 -0.029
C 2.286773 0.772476 1.253496 -0.3191 -0.3033 -0.2224 0.056
O 1.044565 0.619981 0.909320 0.3309 0.2020 0.2086 -0.182
H -1.145793 0.310392 2.058602 -0.0639 -0.0791 -0.1559 0.103
H -2.539572 -0.722233 1.475022 0.1449 0.1106 -0.0738 0.101
H -2.625162 0.677969 -0.655339 0.1506 0.0014 0.1243 0.101
H -1.223336 1.669933 -0.020190 -0.0603 -0.1555 0.0058 0.108
H -1.241136 -1.389867 -0.537497 0.0705 0.1478 0.0710 0.144
H 1.067595 -1.360059 0.371652 -0.0438 0.1283 -0.0717 0.144
H 1.952451 -0.827101 -1.731242 -0.1282 0.1327 0.0456 0.079
H 0.383089 -0.112976 -2.164271 0.1317 -0.0351 0.1260 0.085
H 2.863765 -0.042930 0.716165 -0.0557 0.1748 0.1439 0.015
H 1.634039 0.886186 -1.413867 -0.0943 -0.1693 -0.0603 0.089
```
Positions in Å, forces in eV/Å.

Computed properties:
Total charge   0
Energy relative to the best compared isomer or geometry (same formula, charge and spin)   353.8 kJ/mol
HOMO-LUMO gap   9.24 eV
Highest occupied orbital energy   -0.313 hartree
E_LUMO   0.733 eV

=====

Q: Look up the total charge of the fifth one.
A: +1